Here is 2 unconnected molecules or ions with the total composition C9H13NO from the OMol25 dataset. Energies are from the ωB97M-V functional and the def2-TZVPD basis.

Properties
**HOMO energy (spin up / spin down)**: -9.400 / -8.290 eV
**Multiplicity**: 1

Last column: Mulliken charge in e.
Cartesian coordinates (Å):
C 0.389 0.470 0.131  -0.19
C 1.217 -0.737 0.006  1.39
H -2.418 -0.018 -2.394  0.46
H 1.914 0.859 1.534  0.20
H 3.216 -1.693 -0.622  0.33
H -4.022 -0.481 2.556  0.39
H -0.109 -2.256 0.928  0.35
C 1.093 0.151 1.298  -0.95
N -4.421 -0.336 0.017  -0.53
C 2.620 -0.763 -0.833  -1.24
H 0.755 -0.244 2.292  0.19
O -4.086 -0.325 -1.310  -0.15
H -2.308 -0.178 2.487  0.17
C -3.403 0.115 0.682  0.38
H 1.266 -2.908 0.274  0.41
C 0.592 -2.082 0.133  -1.66
H 3.074 0.205 -0.563  0.31
C -2.331 0.422 -0.190  0.14
C -3.347 0.201 2.154  -1.01
H -3.541 1.208 2.514  0.27
H -0.029 1.197 -0.586  0.43
H 2.471 -0.752 -1.938  0.30
C -2.853 0.129 -1.459  -0.36
H -0.035 -2.413 -0.683  0.35

Forces on atoms 1 to 2 (eV/Å):
-2.70 -0.11 -2.95
1.52 -0.07 0.10


Here is 2 unconnected molecules or ions with the total composition C9H13NO from the OMol25 dataset. Energies are from the ωB97M-V functional and the def2-TZVPD basis.

Properties
**HOMO energy**: -8.847 eV
**Structure (SMILES)**: Cc1ccccc1.CC(N)=O
**Multiplicity**: 1

Last column: Mulliken charge in e.
Cartesian coordinates (Å):
C 1.833 0.154 -0.032  -0.31
H 0.782 1.828 -2.681  0.38
H -0.573 1.259 -1.753  0.26
H -1.913 -3.225 1.045  0.19
C 2.169 0.156 1.320  -0.53
C -2.738 -1.118 -0.162  -0.94
H 0.456 3.226 -0.304  0.37
C -1.753 -2.148 -0.680  0.67
H -3.754 -1.479 -0.315  0.32
H 2.629 -0.724 1.749  0.38
C 0.485 1.079 -1.945  -1.36
C 1.260 2.365 1.507  -0.45
H -0.711 -3.795 -0.085  0.24
C 1.917 1.276 2.078  -0.41
H 2.074 -0.681 -0.687  0.37
C 0.894 2.359 0.178  -0.40
N -1.489 -3.198 0.134  -0.40
H 0.910 3.173 2.141  0.34
H 2.160 1.316 3.131  0.36
H -2.574 -0.233 -0.766  0.19
C 1.166 1.224 -0.607  0.67
H 0.519 0.097 -2.405  0.34
H -2.565 -0.918 0.891  0.35
O -1.188 -1.996 -1.748  -0.61

Forces on atoms 1 to 2 (eV/Å):
-0.05 -0.09 -0.22
0.18 0.01 0.04


Here is 2 unconnected molecules or ions with the total composition C9H13NO from the OMol25 dataset. Energies are from the ωB97M-V functional and the def2-TZVPD basis.

Properties
**HOMO energy**: -9.009 eV
**Structure (SMILES)**: CNC(C)=O.c1ccccc1
**Multiplicity**: 1

Last column: Mulliken charge in e.
Cartesian coordinates (Å):
C -3.186 -0.523 1.027  -0.48
H -4.931 -1.518 1.751  0.27
H -1.504 0.315 -0.150  0.29
H 5.462 0.296 0.444  0.23
H 3.777 2.569 0.120  0.27
H 4.044 1.973 1.784  0.28
C 4.250 -1.663 -0.667  -0.90
C -2.632 0.201 0.037  -0.36
H -6.381 -0.600 -0.155  0.32
C -4.530 -0.833 0.951  -0.32
H 3.730 -2.470 0.003  0.24
O 2.554 -0.208 -0.364  -0.60
C 3.688 -0.444 -0.281  0.67
C -3.506 0.851 -0.902  -0.01
H 2.735 1.298 0.604  0.33
C -5.337 -0.276 -0.045  -0.23
H -3.113 1.550 -1.797  0.16
H 5.351 -1.762 -0.475  0.28
C 3.749 1.696 0.760  -0.81
C -4.799 0.679 -0.950  -0.36
H -5.248 1.139 -1.890  0.25
H -2.535 -0.896 1.705  0.47
N 4.477 0.590 0.185  -0.24
H 3.887 -1.964 -1.693  0.25

Forces on atoms 1 to 2 (eV/Å):
-0.85 0.39 -1.69
0.13 0.76 -1.19


Here is 2 unconnected molecules or ions with the total composition C9H13NO2 from the OMol25 dataset. Energies are from the ωB97M-V functional and the def2-TZVPD basis.

Properties
**HOMO energy**: -8.436 eV
**Structure (SMILES)**: Cc1ccc(O)cc1.CC(N)=O
**Multiplicity**: 1

Last column: Mulliken charge in e.
Cartesian coordinates (Å):
H -0.748 2.651 -1.276  0.22
O 0.584 1.577 -2.994  -0.59
C 0.275 -3.360 2.186  -1.19
H -3.503 -0.666 1.257  0.49
H 2.719 3.624 -1.860  0.37
H 0.216 0.294 -0.493  0.43
H 2.998 2.681 -3.203  0.34
N 0.237 2.927 -1.236  -0.47
O -2.245 1.018 -0.257  -0.55
H -1.619 1.846 -0.139  0.27
C -1.593 -0.039 0.392  0.83
C 1.032 2.361 -2.195  0.73
C 0.274 -1.500 0.637  -0.38
H 0.614 3.101 -0.345  0.28
H -0.255 -4.346 1.968  0.32
C -0.491 -2.343 1.328  0.61
C -0.253 -0.321 0.079  -0.56
H 1.429 -1.712 0.274  0.05
H 1.362 -3.297 1.926  0.32
H 3.108 1.798 -1.782  0.24
C -2.493 -0.889 1.175  -1.06
C 2.518 2.661 -2.247  -1.08
H -2.454 -2.965 2.033  0.15
H 0.177 -3.067 3.229  0.26
C -1.888 -2.034 1.543  -0.05

Forces on atoms 1 to 2 (eV/Å):
0.87 0.15 -0.33
-0.72 -0.25 -0.57


Here is a single C9H13NO2 molecule from the OMol25 dataset. Energies are from the ωB97M-V functional and the def2-TZVPD basis.

Properties
**HOMO energy**: -9.344 eV
**Structure (SMILES)**: O=C1CCCC2CCCC(=O)N12
**Multiplicity**: 1

Last column: Mulliken charge in e.
Cartesian coordinates (Å):
H -1.448 1.022 -1.964  0.33
O 0.798 -0.395 2.823  -0.59
H -0.194 -1.753 -1.811  0.28
H 0.579 -2.734 0.138  0.30
H 1.504 2.813 0.436  0.41
C 0.334 -0.724 1.735  0.39
C -0.485 -2.452 0.262  -0.45
H 2.233 2.249 -0.866  0.32
C -0.767 -1.464 -0.874  -0.79
H 0.057 3.206 -1.515  0.35
O 2.577 0.911 1.126  -0.57
C -0.040 2.371 -0.856  -0.73
C -0.524 0.044 -0.347  0.09
C -0.462 1.013 -1.456  -0.78
C 1.330 2.109 -0.298  -0.58
C -0.732 -1.839 1.538  -0.58
H -0.389 -2.595 2.364  0.28
N 0.663 -0.066 0.528  0.29
H -1.767 -1.446 1.750  0.28
H -1.918 -1.441 -1.141  0.29
C 1.626 0.911 0.448  0.25
H 0.381 0.671 -2.211  0.29
H -0.850 2.632 -0.217  0.37
H -1.104 -3.407 0.108  0.33
H -1.404 0.366 0.299  0.21

Forces on atoms 1 to 2 (eV/Å):
0.63 -0.02 0.14
-0.81 -0.93 -1.98


Here is 2 unconnected molecules or ions with the total composition C9H13NO2 from the OMol25 dataset. Energies are from the ωB97M-V functional and the def2-TZVPD basis.

Properties
**HOMO energy**: -8.587 eV
**Structure (SMILES)**: Cc1ccc(O)cc1.CC(N)=O
**Multiplicity**: 1

Last column: Mulliken charge in e.
Cartesian coordinates (Å):
H 0.357 -2.381 1.369  0.39
H 1.954 2.103 2.542  0.33
C -1.498 -1.023 -1.248  -0.67
C 2.067 -0.651 -2.542  -1.48
C 0.162 2.375 1.432  0.68
H -2.030 -2.228 1.624  0.30
C -0.436 -0.738 -2.070  -0.34
C -1.227 -1.628 -0.021  0.88
H -2.523 -0.727 -1.411  0.42
H 2.935 -0.118 -2.153  0.34
H 2.389 -1.626 -2.916  0.30
C 0.051 -1.869 0.472  -0.85
O -0.515 3.323 1.093  -0.61
H -0.610 -0.427 -3.096  0.33
H 2.148 1.706 0.866  0.23
H 0.179 0.571 2.329  0.18
C 1.666 2.417 1.534  -1.00
H 2.101 -1.562 -0.034  0.37
C 0.892 -0.888 -1.650  0.40
H 1.863 -0.038 -3.427  0.37
H 1.970 3.448 1.395  0.30
N -0.399 1.146 1.741  -0.29
H -1.360 0.915 1.566  0.19
C 1.081 -1.397 -0.373  -0.23
O -2.318 -1.738 0.839  -0.55

Forces on atoms 1 to 2 (eV/Å):
-0.53 0.06 0.35
0.04 0.11 0.01


Here is 2 unconnected molecules or ions with the total composition C9H13NO2 from the OMol25 dataset. Energies are from the ωB97M-V functional and the def2-TZVPD basis.

Properties
**HOMO energy**: -8.840 eV
**Structure (SMILES)**: Cc1ccc(O)cc1.CC(N)=O
**Multiplicity**: 1

Last column: Mulliken charge in e.
Cartesian coordinates (Å):
H 0.002 2.612 2.075  0.43
C 1.877 -0.030 -2.140  -0.90
H -2.240 -1.629 2.671  0.40
C -1.307 -0.152 -0.203  -0.49
H -0.542 3.734 -0.843  0.32
H 1.670 -2.480 0.130  0.25
H -0.896 -2.405 1.869  0.26
C -0.405 1.831 1.456  -0.51
H 1.798 1.030 -1.927  0.21
H -1.747 -0.926 -0.818  0.39
H 2.691 -0.224 -2.840  0.32
H -1.110 1.279 -1.804  0.42
C -0.940 1.063 -0.752  -0.59
C 2.204 -0.771 -0.861  0.63
H 0.767 -2.165 -1.279  0.25
C -1.296 -0.384 1.167  0.65
H 0.949 -0.369 -2.605  0.29
H -0.859 0.431 3.061  0.39
O 0.134 3.198 -0.417  -0.56
O 3.019 -0.367 -0.066  -0.63
H -2.394 -2.254 1.081  0.37
C -0.406 2.029 0.082  0.55
C -0.888 0.666 2.006  -0.52
N 1.626 -2.018 -0.766  -0.44
C -1.707 -1.700 1.724  -1.49

Forces on atoms 1 to 2 (eV/Å):
0.02 0.15 0.13
-0.20 -0.17 0.02


Here is a molecular structure, C9H13NO2Rh from the OMol25 dataset. Energies are from the ωB97M-V functional and the def2-TZVPD basis.

Properties
**HOMO energy (spin up / spin down)**: -2.002 / -3.767 eV
**Multiplicity**: 5
**Charge**: -1

Last column: Mulliken charge in e.
Cartesian coordinates (Å):
C 0.211 0.411 2.678  0.71
C 1.504 -1.638 -0.751  -0.30
H 2.129 -1.967 0.149  0.15
C 0.951 1.751 -0.572  -0.40
H -2.315 1.557 -1.019  0.37
H -2.919 -0.496 0.289  0.19
O 0.817 -0.325 1.773  -0.57
C 0.769 0.754 -1.640  -0.43
H -0.566 2.888 0.482  0.46
H 1.883 2.204 -0.359  0.48
H -1.023 -0.078 -2.600  0.61
C -1.367 1.196 -0.733  -0.47
H 0.997 -0.755 4.472  0.30
H 2.231 -1.216 -1.475  0.26
O -0.703 1.224 2.458  -0.54
C 0.279 -2.285 -1.110  -0.60
H -0.252 0.452 4.772  0.33
C 0.628 0.235 4.154  -1.17
H -0.016 -3.127 -0.417  0.17
Rh -0.269 -0.734 -0.114  0.23
C -0.613 0.488 -1.793  -1.22
H -0.065 -2.318 -2.141  0.26
H 1.332 1.006 4.508  0.24
C -0.321 2.062 -0.117  -0.34
N -2.602 0.491 0.587  -0.55
H 1.561 0.438 -2.302  0.84

Forces on atoms 1 to 2 (eV/Å):
-0.37 -0.06 -0.90
1.69 -1.85 0.81


Here is a single C9H13NO2S molecule from the OMol25 dataset. Energies are from the ωB97M-V functional and the def2-TZVPD basis.

Properties
**HOMO energy**: -8.098 eV
**Multiplicity**: 1

Last column: Mulliken charge in e.
Cartesian coordinates (Å):
H 1.051 4.389 -2.796  0.28
H 2.468 0.364 1.623  0.43
H -2.768 -3.571 1.652  0.29
H -0.498 2.762 -2.512  0.25
H 1.590 0.386 3.768  0.30
C 0.642 2.659 -2.230  -0.08
H 0.401 -0.613 0.146  0.11
C -1.891 -3.799 1.020  -1.07
S 0.994 2.151 0.530  0.44
H -0.413 -2.173 1.404  0.44
C 1.082 0.962 3.052  -0.69
H 0.135 1.383 3.302  0.29
H -2.122 -1.700 -1.176  0.26
O -0.468 1.988 0.432  -0.46
O 1.716 1.220 -0.631  -0.37
H -1.224 -4.497 1.569  0.32
C -0.303 -0.603 -0.659  0.36
H 1.464 0.743 -2.609  0.56
H -1.120 0.359 -2.366  0.32
C -1.341 -1.698 -0.388  -0.58
N 1.452 3.604 -2.297  -0.55
C -0.304 0.354 -1.625  -0.68
C 0.948 1.196 -1.790  0.00
C 1.594 0.939 1.814  -0.21
C -1.131 -2.511 0.730  -0.24
H -1.955 -4.294 0.037  0.29

Forces on atoms 1 to 2 (eV/Å):
-0.21 0.36 0.42
0.71 -0.07 -0.51


Here is 2 unconnected molecules or ions with the total composition C9H13NPS from the OMol25 dataset. Energies are from the ωB97M-V functional and the def2-TZVPD basis.

Properties
**HOMO energy**: -13.087 eV
**Multiplicity**: 1
**Charge**: +1

Last column: Mulliken charge in e.
Cartesian coordinates (Å):
H 2.487 1.780 -3.185  0.52
H -3.565 0.637 1.115  0.20
H -2.699 -3.189 0.386  0.45
H -1.078 -0.214 -1.901  0.37
N -0.276 0.588 -0.133  0.26
H 2.150 -0.905 -0.210  0.30
H -1.264 2.337 -0.788  0.44
C 1.906 1.179 -2.595  0.00
H 2.620 0.692 1.490  0.35
C 1.671 0.486 1.993  -1.08
P 0.266 -0.432 1.360  0.04
H 1.350 1.346 2.554  0.40
C -0.890 -2.221 -0.519  -0.88
C -0.106 -0.035 -1.382  0.10
C 1.188 -1.457 0.176  -0.66
C 0.227 -1.591 -1.031  -0.40
S -3.379 0.998 -0.090  -0.27
H -4.086 2.054 0.086  0.23
C 0.935 0.600 -2.120  -0.90
H -1.066 2.333 0.854  0.38
H 1.953 -0.223 2.801  0.37
C -0.902 1.708 0.011  -0.54
C -1.896 -2.620 -0.046  0.33
H 0.570 -2.212 -1.884  0.51
H 1.504 -2.461 0.678  0.48

Forces on atoms 1 to 2 (eV/Å):
1.49 0.96 -0.91
-0.21 -0.76 2.07


Which maximum force belongs to each record? In order, 4.00 0.89 6.55 7.78 4.48 2.75 1.43 3.52 4.51 4.65 eV/A.
Which ΔE to the lowest compared entry with this formula, charge and spin belongs to each record? In order, 196.4 3.4 56.9 59.8 36.8 13.7 6.9 36.2 130.5 29.8 kcal/mol.